Formula: C17H26F3NO5P
Source: the OMol25 dataset
Level of theory: the ωB97M-V functional and the def2-TZVPD basis

Computed properties:
Gap between HOMO and LUMO ... 7.4 eV
Lowest unoccupied orbital energy ... -4.806 eV
Electronic energy ... -1734.6619 hartree
Highest occupied orbital energy ... -0.4482 Ha
Net charge ... +1

```
53
Properties=species:S:1:pos:R:3:mulliken_charge:R:1
C -1.9423 3.5803 2.1074 -0.259
C -2.1817 3.9984 0.7825 -0.286
C -2.6341 4.3914 -0.7418 -0.264
C -3.6438 3.3327 -1.4733 -0.560
C -3.7400 1.8514 -0.7814 -0.768
C -2.5030 0.8345 -1.1298 -0.018
N -2.9232 -0.3190 -1.7915 -0.120
C -1.7880 -1.2784 -2.0699 -0.565
C -1.3965 -1.6659 -3.6135 0.682
F -0.4531 -0.7198 -4.2611 -0.212
F -0.7650 -3.0353 -3.6507 -0.236
F -2.6308 -1.7836 -4.4695 -0.263
C -0.6332 -0.7548 -1.0284 -0.052
P -0.5462 -1.8383 0.5492 0.450
O -0.7117 -0.8856 1.8157 -0.659
C -0.8937 0.8853 -0.8252 0.356
O -0.2471 1.8160 -1.7622 -0.349
C 1.2193 1.7845 -1.6703 -0.323
C 1.8780 2.8463 -0.6099 -0.562
C 1.1196 4.2959 -0.5099 -0.492
H -1.7821 3.0785 3.1759 0.351
H -3.2243 5.4259 -0.6597 0.436
H -1.7352 4.6113 -1.4780 0.059
H -4.7344 3.7822 -1.5747 0.328
H -3.2139 3.1571 -2.5729 0.285
H -3.9438 1.8768 0.3947 0.342
H -4.7207 1.3421 -1.2340 0.334
H -3.9114 -0.5556 -2.0931 0.379
H -2.1540 -2.3061 -1.6097 0.353
H 0.3590 -0.9871 -1.6510 0.487
H -1.6400 -2.7753 0.5757 0.086
H 0.7063 -2.5488 0.5965 0.074
H -0.8338 1.2548 0.2967 0.390
H 1.6850 0.7341 -1.4475 0.187
H 1.6253 2.0944 -2.7495 0.353
H 1.9944 2.4148 0.4784 0.266
H 2.9782 3.0737 -1.0073 0.343
H 0.4370 4.4309 -1.4507 0.009
H 1.9023 5.1943 -0.5421 0.326
H 0.5702 4.3887 0.5198 0.113
C 4.6655 -4.9010 3.9828 -1.444
C 3.8431 -3.9256 3.1654 0.518
C 2.3632 -4.0748 3.3523 -0.553
O 1.8528 -3.5648 2.1319 -0.267
C 2.8238 -3.7726 1.1922 0.673
O 2.6652 -3.6298 -0.0084 -0.568
O 3.9941 -4.1720 1.7768 -0.338
H 4.6204 -4.6568 5.0484 0.379
H 4.3140 -5.9295 3.8463 0.353
H 5.7121 -4.8829 3.6604 0.360
H 4.1746 -2.8985 3.3616 0.249
H 1.9871 -3.4982 4.2018 0.341
H 2.0368 -5.1164 3.4541 0.295
```

---

Formula: C15H24N3O3ReS2SbSe3Te
Source: the OMol25 dataset
Level of theory: the ωB97M-V functional and the def2-TZVPD basis

Computed properties:
Spin multiplicity ... 4
Expectation value of S² ... 3.78
Gap between HOMO and LUMO (spin up / spin down) ... 7.3 / 6.2 eV
Lowest unoccupied orbital energy (spin up / spin down) ... -0.037 / -1.373 eV
Electronic energy ... -9563.2353 hartree
Highest occupied orbital energy (spin up / spin down) ... -0.2710 / -0.2786 Ha
Energy above the lowest of the compared OMol25 structures with the same formula, charge and spin ... 0.2180 eV

```
53
Properties=species:S:1:pos:R:3:mulliken_charge:R:1
Re 0.0301 -0.9779 -1.2405 0.726
Se 1.9827 -2.0110 -0.0954 -0.082
Se 3.2579 -3.1187 -1.7341 -0.290
Te 1.3990 -4.3208 -2.8487 -0.111
Se 0.0737 -2.2215 -3.3318 -0.257
C -2.7792 0.9775 -3.5097 -1.526
C -1.9407 1.2193 -2.2678 1.254
C -2.6660 2.0587 -1.2350 -1.307
O -1.6323 -0.0530 -1.7050 -0.199
H -3.0498 1.9204 -3.9895 0.405
H -3.7003 0.4551 -3.2417 0.310
H -2.2348 0.3663 -4.2311 0.320
H -1.0169 1.7256 -2.5680 -0.213
H -3.6102 1.5797 -0.9634 0.287
H -2.8940 3.0484 -1.6370 0.373
H -2.0725 2.1889 -0.3313 0.227
C -3.3061 -3.0907 -1.7492 -1.094
Sb -1.9275 -2.5520 -0.2477 0.761
C -3.1829 -1.5534 1.1257 -1.066
C -1.6130 -4.4092 0.7073 -1.192
H -4.1517 -3.6184 -1.3110 0.398
H -2.8037 -3.7229 -2.4784 0.363
H -3.6424 -2.1789 -2.2392 0.208
H -4.0357 -2.1831 1.3755 0.469
H -3.5185 -0.6312 0.6548 0.209
H -2.6187 -1.3038 2.0215 0.328
H -2.5744 -4.8262 1.0032 0.372
H -0.9816 -4.2746 1.5831 0.361
H -1.1131 -5.0825 0.0127 0.331
N 5.2941 1.4241 4.5503 -0.539
C 4.1032 1.3960 3.8521 1.098
C 3.4392 0.1813 3.6380 -0.881
C 2.2303 0.1536 2.9795 -0.642
C 1.6604 1.3382 2.5197 -0.352
C 2.3047 2.5487 2.7337 -0.247
C 3.5177 2.5787 3.3970 -0.742
S 0.1344 1.2928 1.6652 1.158
O -0.7103 0.2978 2.2651 -0.716
O -0.3063 2.6589 1.5363 -0.699
N 0.4687 0.7121 0.1909 -0.136
C 1.0228 1.4337 -0.8027 0.615
S 1.4615 3.0787 -1.0382 -0.031
C 1.8437 2.7134 -2.6940 -0.313
C 1.6015 1.4193 -2.9810 -0.838
N 1.1454 0.7021 -1.9038 -0.054
H 5.8072 0.5623 4.6164 0.218
H 5.8714 2.2397 4.4417 0.217
H 3.8796 -0.7408 3.9972 0.288
H 1.7200 -0.7878 2.8260 0.588
H 1.8453 3.4646 2.3883 0.505
H 4.0135 3.5256 3.5726 0.292
H 2.2310 3.4738 -3.3501 0.434
H 1.7439 0.9234 -3.9282 0.413
```

---

Formula: C4H12
Source: the OMol25 dataset
Level of theory: the ωB97M-V functional and the def2-TZVPD basis

Computed properties:
Gap between HOMO and LUMO ... 12.9 eV
Lowest unoccupied orbital energy ... 1.157 eV
Electronic energy ... -159.5834 hartree
Highest occupied orbital energy ... -0.4320 Ha
SMILES string ... CC.CC
Energy above the lowest of the compared OMol25 structures with the same formula, charge and spin ... 0.0423 eV

```
16
Properties=species:S:1:pos:R:3:mulliken_charge:R:1
C -1.6095 -0.0581 0.0341 -0.655
C -3.1032 0.0253 -0.2578 -1.035
H -1.3527 0.6130 0.8591 0.295
H -1.2922 -1.0650 0.2959 0.286
H -1.0525 0.2727 -0.8426 0.210
H -3.3829 -0.6293 -1.0879 0.303
H -3.3966 1.0464 -0.4956 0.304
H -3.7438 -0.2823 0.5766 0.298
C 2.2262 0.2280 -0.6106 -0.666
C 2.4771 -0.1948 0.8365 -0.856
H 2.3262 -0.6520 -1.2487 0.250
H 1.2423 0.6870 -0.6965 0.111
H 2.9537 0.9735 -0.9405 0.317
H 2.1889 0.5897 1.5336 0.269
H 3.5205 -0.4589 1.0099 0.326
H 1.8752 -1.0748 1.0670 0.244
```

---

Formula: C2H3NS
Source: the OMol25 dataset
Level of theory: the ωB97M-V functional and the def2-TZVPD basis

Computed properties:
Gap between HOMO and LUMO ... 9.0 eV
Lowest unoccupied orbital energy ... 0.686 eV
Electronic energy ... -530.8600 hartree
Highest occupied orbital energy ... -0.3038 Ha
Energy above the lowest of the compared OMol25 structures with the same formula, charge and spin ... 2.0340 eV

```
7
Properties=species:S:1:pos:R:3:mulliken_charge:R:1
C 0.3518 0.4959 0.1615 -0.497
C -0.9812 0.2825 0.1472 -0.216
N 0.7282 -0.7284 -0.3075 -0.160
S -0.8319 -1.3616 -0.4041 -0.113
H 0.8505 1.3462 0.3726 0.416
H -1.8041 0.9686 0.3647 0.367
H 1.6867 -1.0032 -0.3344 0.204
```

---

Formula: C27H43BrN2P2V
Source: the OMol25 dataset
Level of theory: the ωB97M-V functional and the def2-TZVPD basis

Computed properties:
Spin multiplicity ... 2
Expectation value of S² ... 0.75
Gap between HOMO and LUMO (spin up / spin down) ... 4.1 / 4.1 eV
Lowest unoccupied orbital energy (spin up / spin down) ... -14.733 / -14.738 eV
Electronic energy ... -5363.2189 hartree
Highest occupied orbital energy (spin up / spin down) ... -0.6907 / -0.6906 Ha
Energy above the lowest of the compared OMol25 structures with the same formula, charge and spin ... 0.0000 eV
Net charge ... +4

```
76
Properties=species:S:1:pos:R:3:mulliken_charge:R:1
N -7.0707 5.5062 -6.7311 -0.364
C -6.8599 6.1225 -5.5685 -0.353
C -6.0942 5.5485 -4.5449 -0.448
C -5.4898 4.2900 -4.7659 0.766
C -5.7399 3.6514 -6.0000 -0.412
C -6.5406 4.3033 -6.9501 -0.397
C -4.6049 3.6922 -3.7796 0.046
V -0.0502 -0.0792 -0.1200 -0.243
P 6.0567 -0.8863 -1.1035 0.396
C -3.6874 2.7397 -4.0885 -0.179
C -2.7583 2.2199 -3.1286 1.022
C -1.5695 1.6119 -3.5907 -0.895
C -0.6044 1.1758 -2.6848 -0.488
C -0.8797 1.3235 -1.3187 0.930
C -2.0798 1.8400 -0.8149 -1.000
C -3.0100 2.3288 -1.7378 -0.529
Br 2.1642 0.5000 -0.5967 -0.101
H -4.6518 4.1269 -2.7792 0.334
H -3.5658 2.4064 -5.1214 0.354
H -5.9376 6.0883 -3.6125 0.414
H -5.3135 2.6730 -6.2266 0.367
H -7.3100 7.1060 -5.4256 0.398
H -6.7449 3.8198 -7.9075 0.393
H -1.4202 1.5140 -4.6675 0.470
H -3.9501 2.7718 -1.4063 0.369
H 0.3547 0.7786 -3.0312 0.500
H -2.2569 1.8991 0.2618 0.555
P -0.6637 -2.1082 -0.9169 1.157
C 5.5693 0.8650 -0.8670 -0.088
C 6.6597 1.8231 -1.3476 -1.288
H 5.3692 0.9990 0.2053 0.514
H 4.6327 1.0271 -1.4162 -0.025
H 6.4734 2.8293 -0.9548 0.383
H 7.6447 1.4947 -0.9970 0.381
H 6.6838 1.8874 -2.4417 0.340
C 5.2439 -1.3041 -2.6939 0.122
C 5.9357 -2.4933 -3.3712 -1.209
H 5.3113 -0.4045 -3.3236 0.451
H 4.1855 -1.5133 -2.4842 -0.236
H 5.6359 -2.5576 -4.4234 0.376
H 7.0268 -2.3865 -3.3387 0.377
H 5.6713 -3.4409 -2.8889 0.343
C 5.0310 -1.7878 0.1164 0.093
C 5.7861 -2.0366 1.4242 -1.274
H 4.7634 -2.7444 -0.3569 0.413
H 4.1176 -1.1862 0.2552 -0.147
H 5.2396 -2.7612 2.0353 0.373
H 6.7821 -2.4470 1.2228 0.384
H 5.9038 -1.1225 2.0143 0.355
C -0.5437 -3.4965 0.2710 -0.495
C -1.6684 -4.5306 0.2094 -1.197
H -0.4775 -3.0350 1.2697 0.354
H 0.4306 -3.9673 0.0720 0.522
H -2.6143 -4.1330 0.5971 0.294
H -1.8395 -4.8953 -0.8113 0.317
H -1.4000 -5.3978 0.8252 0.407
C 0.5579 -2.5136 -2.2305 -0.042
C 0.0255 -2.4747 -3.6614 -1.372
H 0.9548 -3.5086 -1.9811 0.542
H 1.3850 -1.7961 -2.1042 -0.187
H -0.6708 -3.2993 -3.8559 0.398
H -0.4777 -1.5285 -3.8972 0.234
H 0.8641 -2.5814 -4.3594 0.420
C -2.3433 -2.1086 -1.6630 -0.635
C -3.4430 -1.6314 -0.7083 -1.255
H -2.5393 -3.1307 -2.0263 0.567
H -2.2870 -1.4516 -2.5458 0.400
H -4.1701 -1.0178 -1.2546 0.314
H -3.9844 -2.4758 -0.2620 0.403
H -3.0587 -1.0057 0.1128 0.226
C -0.3355 0.0794 4.3404 -0.970
C -0.3646 -0.0261 2.9057 0.277
N -0.4038 -0.0863 1.7445 -0.265
H 0.5910 -0.3649 4.7293 0.342
H -1.1974 -0.4636 4.7630 0.336
H -0.3778 1.1367 4.6445 0.361
```

---

What is the electronic energy in the fifth record?
-5363.2189 hartree

---

Which of these has the lowest electronic energy?
C15H24N3O3ReS2SbSe3Te